# 1
{"formula": "C9H14", "method": "wB97M-V/def2-TZVPD", "elements": ["C", "C", "C", "C", "C", "C", "C", "H", "H", "H", "H", "H", "H", "H", "H", "C", "C", "H", "H", "H", "H", "H", "H"], "positions_angstrom": [[1.4486, 2.6702, 0.2409], [1.2960, 1.2053, 0.5144], [1.5215, 0.2648, -0.4724], [1.3967, -1.0982, -0.1868], [1.0402, -1.5239, 1.0695], [0.8786, -0.5826, 2.0947], [0.9734, 0.7580, 1.7988], [0.9602, 3.2870, 0.9957], [1.0913, 2.9818, -0.7406], [2.5058, 2.9577, 0.2616], [1.8778, 0.5511, -1.4512], [1.4626, -1.7533, -1.0443], [1.1140, -2.5705, 1.3355], [0.5664, -0.9404, 3.0671], [0.9774, 1.5097, 2.5801], [-1.6801, -0.6381, -1.3319], [-3.0770, -1.2743, -1.2317], [-1.8226, 0.4154, -1.4781], [-1.0189, -0.9762, -0.5478], [-1.1953, -1.0587, -2.2239], [-3.0316, -2.3282, -0.9572], [-3.7645, -0.9523, -2.0036], [-3.5205, -0.9042, -0.2891]], "nbo_charge": [-0.6344, -0.0017, -0.2156, -0.2044, -0.2354, -0.1991, -0.2215, 0.2160, 0.2202, 0.2199, 0.2092, 0.2136, 0.2146, 0.2140, 0.2077, -0.6097, -0.6129, 0.2043, 0.2196, 0.1899, 0.2053, 0.2062, 0.1942], "homo_energy_ha": -0.3334, "smiles": "Cc1ccccc1.CC", "relative_energy_kcal_mol": 12.9, "lumo_energy_ev": 1.0}

# 2
{"formula": "C5H14B3Cl2NO3S", "method": "wB97M-V/def2-TZVPD", "elements": ["C", "C", "S", "C", "B", "O", "B", "O", "B", "N", "O", "H", "H", "H", "H", "H", "H", "H", "H", "H", "H", "Cl", "C", "C", "Cl", "H", "H", "H", "H"], "positions_angstrom": [[0.0015, 1.3288, -0.6570], [-0.8310, 0.3588, 0.2429], [-0.9733, 1.0334, 1.9523], [0.3430, 0.1755, 2.9445], [1.7683, 0.7592, 2.4655], [1.8505, 2.1424, 2.1885], [2.8777, 2.5002, 1.3000], [3.9490, 1.6463, 0.9571], [3.4320, 0.3374, 1.0285], [3.3608, -0.6038, -0.0803], [2.8989, -0.0723, 2.2897], [-0.0707, 2.3363, -0.2473], [1.0491, 1.0035, -0.6358], [-0.3104, 1.2771, -1.7038], [-0.3343, -0.6144, 0.2324], [-1.8597, 0.3053, -0.1365], [0.2891, -0.9062, 2.8190], [0.1857, 0.4912, 3.9796], [2.8481, 3.5974, 0.8487], [3.2343, -0.1042, -0.9519], [2.4898, -1.1081, 0.0429], [-3.1592, -1.6863, -0.2840], [-3.7724, -2.2688, -1.8515], [-2.8390, -1.9190, -2.9852], [-2.7933, -0.1653, -3.2969], [-4.7626, -1.8459, -2.0036], [-3.8698, -3.3509, -1.7749], [-3.1785, -2.3977, -3.9026], [-1.8235, -2.2501, -2.7802]], "nbo_charge": [-0.6246, -0.5321, 0.1816, -0.8817, 1.1564, -0.8920, 0.9771, -0.8807, 1.2037, -1.0643, -0.8913, 0.2262, 0.1763, 0.2169, 0.2055, 0.2434, 0.2389, 0.2635, -0.1033, 0.3863, 0.3842, -0.0513, -0.3892, -0.3872, -0.0595, 0.2260, 0.2244, 0.2249, 0.2218], "homo_energy_ha": -0.3054, "relative_energy_kcal_mol": 13.7, "lumo_energy_ev": 0.4}

# 3
{"formula": "C48H50FN4O9PSTl", "method": "wB97M-V/def2-TZVPD", "elements": ["Tl", "O", "S", "O", "O", "C", "C", "C", "C", "C", "C", "P", "C", "C", "C", "C", "C", "C", "C", "C", "C", "C", "C", "C", "H", "H", "H", "H", "H", "H", "H", "H", "H", "H", "H", "H", "H", "H", "F", "C", "C", "C", "C", "O", "C", "C", "N", "C", "C", "C", "C", "C", "C", "N", "C", "C", "N", "C", "C", "C", "O", "O", "H", "H", "H", "H", "H", "H", "H", "H", "H", "H", "H", "H", "H", "H", "H", "H", "H", "H", "C", "C", "C", "C", "C", "C", "C", "C", "C", "C", "O", "O", "H", "H", "H", "H", "H", "H", "H", "H", "H", "H", "H", "C", "N", "C", "C", "O", "H", "H", "H", "H", "H", "H", "H"], "positions_angstrom": [[-0.2095, 0.3397, -0.2421], [-2.3864, 4.0690, -0.7989], [-2.0309, 2.6989, -1.0060], [-0.7839, 2.4543, -1.7464], [-2.0204, 1.8489, 0.2087], [-3.2710, 1.9427, -2.0281], [-4.4717, 2.5984, -2.2226], [-5.4738, 1.9952, -2.9705], [-5.2712, 0.7371, -3.5096], [-4.0642, 0.0781, -3.3143], [-3.0418, 0.6748, -2.5804], [-1.4646, -0.2256, -2.4239], [-1.8854, -1.9698, -2.6918], [-1.7132, -2.5606, -3.9457], [-2.1004, -3.8763, -4.1500], [-2.6639, -4.6045, -3.1108], [-2.8394, -4.0179, -1.8659], [-2.4534, -2.7031, -1.6495], [-0.4333, 0.2047, -3.8455], [0.7550, -0.5055, -4.0107], [1.5522, -0.2671, -5.1179], [1.1782, 0.6939, -6.0507], [0.0055, 1.4142, -5.8755], [-0.8073, 1.1643, -4.7776], [-4.6071, 3.5759, -1.7801], [-6.4137, 2.5087, -3.1226], [-6.0518, 0.2574, -4.0848], [-3.9245, -0.9077, -3.7381], [-1.2831, -1.9964, -4.7624], [-1.9670, -4.3294, -5.1238], [-2.9698, -5.6300, -3.2743], [-3.2758, -4.5800, -1.0508], [-2.5660, -2.2603, -0.6680], [1.0646, -1.2242, -3.2600], [2.4758, -0.8171, -5.2443], [1.8045, 0.8832, -6.9129], [-0.2828, 2.1690, -6.5952], [-1.7210, 1.7295, -4.6414], [3.2653, -5.6553, -1.8244], [3.7302, -4.6279, -1.0794], [2.9537, -3.5153, -0.9263], [3.3875, -2.4676, -0.1137], [2.5057, -1.3009, 0.0689], [1.4107, -1.3258, -0.5192], [3.0099, -0.2692, 0.9219], [4.2335, -0.4486, 1.4945], [5.0185, -1.5403, 1.3677], [6.2964, -1.5924, 2.0390], [6.3752, -1.1283, 3.4569], [6.4858, -2.5910, 3.1468], [4.6176, -2.5739, 0.5386], [5.4158, -3.7047, 0.3358], [4.9817, -4.7460, -0.4621], [5.8203, -5.8904, -0.5938], [5.7862, -6.6884, -1.8124], [6.9839, -7.6546, -1.7723], [7.9976, -7.1025, -0.8134], [7.4843, -7.1611, 0.6038], [6.0108, -6.7294, 0.5796], [2.3439, 1.0378, 1.3348], [3.0351, 1.8526, 1.9160], [1.0777, 1.2325, 1.1339], [1.9808, -3.4542, -1.3978], [4.6125, 0.3419, 2.1271], [7.1398, -1.3830, 1.3912], [5.4585, -0.7973, 3.9228], [7.2616, -0.5868, 3.7517], [5.6313, -3.2062, 3.3971], [7.4511, -3.0700, 3.2389], [6.3886, -3.7727, 0.8031], [5.8577, -6.0201, -2.6698], [4.8777, -7.2832, -1.9270], [7.4513, -7.7746, -2.7464], [6.7099, -8.6373, -1.3932], [8.1435, -6.1182, -1.0461], [8.8892, -7.5890, -0.8947], [8.1020, -6.4829, 1.1890], [7.6234, -8.1780, 0.9650], [5.7789, -6.1705, 1.4823], [5.3510, -7.6056, 0.5583], [2.8234, 0.1391, 5.5739], [1.7748, -0.3584, 4.6163], [1.9408, -1.5407, 3.9075], [0.9580, -2.0150, 3.0444], [1.1257, -3.3310, 2.3268], [-0.2098, -1.2743, 2.8835], [-0.4169, -0.0966, 3.6055], [-1.6915, 0.6886, 3.4592], [0.5862, 0.3442, 4.4580], [-1.2804, -1.7820, 1.9496], [-2.0865, -2.6094, 2.3281], [-1.2836, -1.2999, 0.7331], [3.8265, -0.1537, 5.2612], [2.6641, -0.2655, 6.5756], [2.8018, 1.2261, 5.6437], [2.8548, -2.1185, 4.0339], [2.1652, -3.6676, 2.3671], [0.8204, -3.2563, 1.2802], [0.5007, -4.0992, 2.7853], [-1.6697, 1.3147, 2.5662], [-1.8384, 1.3469, 4.3145], [-2.5562, 0.0287, 3.3784], [0.4370, 1.2659, 5.0101], [1.5435, 4.5021, -3.1168], [1.8463, 3.5109, -2.1041], [1.7989, 3.9729, -0.7274], [1.8840, 2.2226, -2.4256], [1.9572, 1.2647, -1.6477], [2.2611, 5.3222, -3.0696], [0.5392, 4.9004, -2.9557], [1.5863, 4.0487, -4.1059], [2.5345, 4.7653, -0.5852], [2.0139, 3.1562, -0.0505], [0.8037, 4.3638, -0.5066], [1.8472, 2.0586, -3.5125]], "mulliken_charge": [2.1033, -0.7390, 0.9976, -0.2471, -0.5460, 0.0587, -0.5503, -0.7526, -0.8141, -0.5420, -0.2238, 1.3368, 0.5448, -0.4349, -0.7618, -0.5954, -0.6947, -0.5092, 0.5097, -0.0116, -0.5766, -0.7384, -0.7385, -0.8436, 0.5810, 0.4129, 0.4420, 0.4622, 0.4331, 0.4491, 0.4040, 0.4817, 0.3092, 0.4122, 0.4257, 0.3728, 0.4214, 0.4798, -0.3612, -0.0882, -0.5396, 1.1604, 0.6308, -0.3655, -0.1218, -0.5545, 0.6373, -0.3213, -0.6019, -0.5304, -0.1903, -0.5470, -1.6857, 0.3889, -0.6617, -0.7149, -0.1501, -0.8217, -0.5701, -0.0443, -0.7791, -0.4533, 0.6693, 0.9221, 0.4153, -0.1096, 0.3058, 0.2642, 0.2754, 0.6890, 0.4951, 0.4171, 0.3820, 0.3573, 0.3829, 0.3229, 0.4290, 0.3756, 0.4852, 0.3275, -1.5470, 0.3481, -0.2928, 0.8386, -1.5372, 1.4802, 0.8372, -1.6911, -0.9573, -0.6017, -0.7115, -0.2492, 0.1479, 0.3763, 0.3877, 0.3789, 0.2844, 0.1551, 0.5135, 0.1571, 0.4773, 0.3900, 0.4089, -0.9280, 0.2382, -0.6116, -0.0103, -0.5438, 0.3400, 0.2582, 0.3235, 0.4332, -0.0354, 0.2534, 0.2500], "homo_energy_ha": -0.3485, "relative_energy_kcal_mol": 5.3, "lumo_energy_ev": -3.3, "charge": 1}

- What is the formula in the second record?
  C5H14B3Cl2NO3S